Density functional theory data (the ωB97M-V functional and the def2-TZVPD basis) for a cluster of 2 separate species, C4H6Br3OP in total.

Energy relative to the best compared isomer or geometry (same formula, charge and spin) = 1.767 eV
Frontier orbital gap (spin up / spin down) = 7.77 / 7.77 eV
LUMO energy (spin up / spin down) = -0.90 / -0.90 eV
Net charge = 0
Highest occupied orbital energy (spin up / spin down) = -8.67 / -8.67 eV
Calculated total energy = -225706.82585 eV

Geometry (Å):
C1 0.8967 -0.2497 -0.8428
C2 -0.0491 -0.4788 0.0822
C3 0.7401 0.6283 -2.0365
C4 0.5405 -0.0925 2.3294
O1 0.1848 -0.9755 1.2740
P1 -2.4519 -0.1565 0.5660
Br1 2.6463 -1.1907 -0.7266
Br2 -3.3121 -1.9180 -0.5173
Br3 -3.2320 1.5037 -0.6878
H1 1.3738 1.5442 -1.9656
H2 -0.2809 0.9088 -2.1279
H3 1.1480 0.0652 -2.9643
H4 1.1638 -0.6281 2.9444
H5 -0.3560 0.2820 2.8471
H6 0.9879 0.7577 1.8258

Forces on atoms 1 to 6 (eV/Å):
C -0.54 -0.13 0.17
C -1.02 1.12 0.16
C 2.21 -1.04 -1.44
C -1.78 1.71 -2.02
O -0.17 -2.09 0.71
P 2.16 -0.24 -1.24


Density functional theory data (the ωB97M-V functional and the def2-TZVPD basis) for a structure of composition C4H6Br4.

Energy relative to the best compared isomer or geometry (same formula, charge and spin) = 3.943 eV
Frontier orbital gap (spin up / spin down) = 8.22 / 7.95 eV
LUMO energy (spin up / spin down) = -0.41 / -0.69 eV
Net charge = 0
Highest occupied orbital energy (spin up / spin down) = -8.63 / -8.65 eV
Calculated total energy = -284411.66603 eV

Geometry (Å):
C1 -2.1236 0.1553 -0.7468
C2 2.4093 -0.3980 0.8096
C3 0.0110 0.6038 0.4815
C4 -0.6679 -0.2013 -0.5656
Br1 2.0826 -1.5720 2.2847
Br2 0.4761 2.3769 0.1716
Br3 -0.4768 -2.1471 -0.1269
Br4 0.2224 0.1148 -2.2814
H1 -2.5843 -0.2292 -1.6481
H2 -2.5917 0.0532 0.2455
H3 -2.0858 1.2295 -1.0466
H4 2.7619 -0.9200 -0.1754
H5 2.8310 0.5530 1.0925
H6 -0.2642 0.3812 1.5054

Forces on atoms 1 to 6 (eV/Å):
C 0.53 1.83 0.08
C -0.68 -1.24 -1.39
C 1.37 -1.06 0.49
C 0.42 -0.51 -0.78
Br 0.45 0.54 -0.57
Br -0.21 0.30 0.05


Density functional theory data (the ωB97M-V functional and the def2-TZVPD basis) for an isolated molecule of C4H6BrNO.

Energy relative to the best compared isomer or geometry (same formula, charge and spin) = 3.454 eV
Frontier orbital gap = 9.38 eV
LUMO energy = 0.88 eV
Net charge = 0
Highest occupied orbital energy = -8.50 eV
Calculated total energy = -77821.36958 eV

Geometry (Å):
C1 -1.2646 0.9939 -0.5524
N1 -0.7255 0.4466 0.6841
C2 0.7274 0.6536 0.6271
C3 1.2148 -0.9184 -0.0914
Br1 2.8474 -1.0909 -0.8925
C4 0.2119 -1.7468 0.1646
O1 -0.9051 -1.1192 0.6458
H1 -1.5421 1.9954 -0.2766
H2 -0.5143 1.0673 -1.3205
H3 -2.2059 0.5603 -0.8325
H4 1.0696 0.4673 1.6372
H5 1.0666 1.5095 0.1675
H6 0.0198 -2.8186 0.0394

Forces on atoms 1 to 6 (eV/Å):
C -0.39 0.32 0.67
N 0.63 -1.52 -0.66
C -0.69 -6.70 1.04
C -1.15 2.94 1.25
Br 0.70 -0.36 -0.25
C -0.40 1.15 -0.30


Density functional theory data (the ωB97M-V functional and the def2-TZVPD basis) for a cluster of 2 separate species, C4H6BrNO in total.

Energy relative to the best compared isomer or geometry (same formula, charge and spin) = 2.148 eV
Frontier orbital gap (spin up / spin down) = 8.70 / 8.70 eV
LUMO energy (spin up / spin down) = 0.09 / 0.09 eV
Net charge = 0
Highest occupied orbital energy (spin up / spin down) = -8.61 / -8.61 eV
Calculated total energy = -77822.67585 eV

Geometry (Å):
C1 -0.0421 1.5383 -0.3898
C2 -1.5814 -0.3650 0.1256
C3 1.2931 -0.8153 -0.7304
C4 -0.3186 0.3972 0.3931
N1 0.2242 2.4503 -1.0369
O1 0.1105 0.3417 1.6717
Br1 2.8122 -0.6147 0.3619
H1 -2.4379 0.2220 0.4697
H2 -1.5615 -1.3015 0.6821
H3 -1.7013 -0.5569 -0.9381
H4 0.8974 -1.8184 -0.7296
H5 1.3902 -0.3371 -1.6934
H6 0.9153 0.8593 1.8139

Forces on atoms 1 to 6 (eV/Å):
C 0.12 0.77 -0.10
C -0.02 0.24 0.31
C -2.06 1.48 1.29
C 2.17 -2.89 -1.26
N 0.02 0.26 -0.17
O -0.44 0.33 0.23